No. 1
{"formula": "C2H4Cl2Si", "method": "wB97M-V/def2-TZVPD", "relative_energy_kcal_mol": 135.0, "e_homo_ev": [-8.73, -8.74], "multiplicity": 1, "total_energy_ev": -35056.7145, "species": ["Cl", "H", "H", "Si", "C", "C", "H", "H", "Cl"], "positions_angstrom": [[3.7845, -0.2908, 0.3334], [0.5868, 0.8328, -1.7310], [-0.7125, -1.7597, -1.0754], [0.8159, 0.2706, -0.4282], [-0.6336, -0.9603, -0.1941], [2.6300, 0.6393, -0.3517], [-0.7852, -1.4843, 0.7344], [0.3650, 1.4239, 0.2223], [-2.2022, -0.0860, -0.3270]], "forces_ev_per_a": [[0.67, -0.60, 0.34], [-0.02, -0.20, -1.19], [0.51, 1.62, 1.97], [-0.87, -0.23, -0.79], [-0.49, -2.20, -1.98], [-0.30, 0.05, 0.03], [0.60, -0.30, 0.30], [-0.32, 1.40, 1.49], [0.22, 0.46, -0.17]]}

---

No. 2
{"formula": "C3H7NO2", "method": "wB97M-V/def2-TZVPD", "smiles": "COCC(N)=O", "relative_energy_kcal_mol": 25.5, "e_homo_ev": -9.80, "multiplicity": 1, "total_energy_ev": -8809.4246, "species": ["H", "N", "C", "C", "O", "H", "H", "H", "H", "C", "O", "H", "H"], "positions_angstrom": [[0.8687, 3.0619, -0.0522], [0.6328, 2.1189, -0.3261], [-0.7298, 0.1590, -0.4047], [-0.4429, 1.5166, 0.2323], [0.4163, -0.6703, -0.4287], [-0.4088, -2.1081, -1.7067], [-0.6448, -2.3977, 0.0356], [0.9726, -2.6073, -0.6893], [-1.0698, 0.3525, -1.4303], [0.0603, -2.0082, -0.7148], [-1.1708, 2.0116, 1.0734], [1.1479, 1.6334, -1.0334], [-1.5332, -0.2882, 0.1858]], "forces_ev_per_a": [[0.06, -0.25, -0.08], [-0.16, 0.42, 0.38], [-0.16, 0.00, 0.37], [-0.12, -0.08, -0.23], [-0.14, 0.14, 0.03], [0.11, 0.09, 0.14], [0.14, 0.09, -0.10], [-0.10, 0.12, -0.01], [-0.21, -0.12, 0.01], [-0.03, -0.22, -0.05], [0.38, -0.15, -0.31], [0.25, 0.03, -0.04], [-0.03, -0.07, -0.11]]}

---

No. 3
{"formula": "C18H60KO22", "method": "wB97M-V/def2-TZVPD", "e_homo_ev": -3.25, "charge": -1, "multiplicity": 1, "total_energy_ev": -81005.5422, "species": ["H", "H", "C", "C", "H", "H", "H", "O", "H", "C", "H", "H", "H", "O", "C", "O", "H", "C", "O", "H", "O", "H", "H", "H", "K", "H", "C", "O", "H", "H", "H", "H", "H", "O", "C", "O", "H", "O", "H", "H", "O", "H", "H", "C", "O", "C", "H", "H", "H", "C", "C", "H", "H", "H", "H", "O", "O", "H", "C", "C", "H", "H", "H", "H", "O", "H", "O", "H", "C", "H", "O", "H", "O", "H", "O", "H", "H", "H", "H", "H", "C", "H", "O", "H", "H", "H", "C", "H", "H", "H", "C", "O", "H", "O", "H", "C", "H", "O", "H", "H", "H"], "positions_angstrom": [[-16.9563, -16.0181, 6.2655], [-10.1909, -11.1947, 11.0108], [-15.2102, -15.3434, 12.6923], [-4.7871, -17.2327, 7.1694], [-5.1659, -16.1582, 5.5283], [-14.0325, -15.0669, 10.8790], [-10.7517, -12.9632, 12.3629], [-11.4285, -14.9091, 4.9513], [-11.1635, -18.3188, 11.4179], [-14.0083, -16.4148, 7.5291], [-4.8327, -15.0020, 6.7329], [-11.0224, -15.7757, 4.9337], [-5.5708, -11.0547, 7.5636], [-7.7961, -19.1222, 7.6815], [-15.0713, -14.9899, 11.2002], [-10.6676, -13.1530, 11.4256], [-6.6945, -11.7112, 5.5154], [-7.3700, -12.1685, 8.0124], [-16.1106, -16.4705, 6.2236], [-10.3204, -10.4937, 7.9106], [-11.0381, -18.5577, 8.0763], [-7.3275, -17.7708, 8.9463], [-13.2353, -10.7100, 12.5513], [-10.9461, -14.1405, 6.3876], [-9.5847, -14.9940, 9.6088], [-9.3391, -15.6719, 12.8240], [-11.7715, -17.4157, 11.4722], [-12.3497, -11.0374, 12.3778], [-3.3409, -13.0212, 10.4813], [-5.1569, -18.6226, 10.2005], [-5.9168, -13.6222, 10.6064], [-12.1626, -14.9757, 4.3407], [-11.3662, -16.8857, 13.4855], [-7.3474, -17.0585, 9.5897], [-8.7944, -18.7321, 6.7185], [-16.5530, -15.7732, 13.0798], [-7.0624, -19.7465, 9.1667], [-6.1042, -12.3372, 5.9411], [-15.0392, -14.4600, 13.3074], [-8.8723, -13.5552, 13.9150], [-5.3205, -18.3743, 6.6109], [-8.0751, -18.2640, 11.1187], [-16.4995, -13.7621, 11.2296], [-11.1770, -16.4862, 12.4891], [-8.6383, -14.4780, 13.8150], [-6.1075, -18.8998, 10.6561], [-10.6728, -12.2557, 9.6887], [-14.5228, -17.0185, 8.2768], [-3.7382, -17.4190, 6.9386], [-3.8238, -13.6379, 11.2393], [-15.1527, -15.6664, 6.7808], [-4.0967, -12.9630, 12.0506], [-12.7618, -17.7345, 11.7974], [-14.5117, -16.0777, 13.0935], [-16.5961, -16.7289, 13.0002], [-11.8496, -16.7419, 10.1883], [-10.7862, -10.7312, 7.1088], [-7.1957, -16.5848, 6.6817], [-10.0894, -17.9140, 7.1871], [-5.1184, -14.3496, 10.7532], [-13.0958, -12.2230, 10.8342], [-2.5954, -15.0789, 10.8329], [-5.7054, -15.4017, 9.2424], [-5.7300, -19.3108, 11.5924], [-6.7767, -20.0150, 10.0430], [-5.4688, -15.1375, 11.4200], [-13.2404, -17.3033, 6.8261], [-8.2661, -18.1448, 5.9674], [-6.0077, -12.0311, 7.3543], [-11.6291, -10.2832, 7.1792], [-7.5782, -13.5200, 8.2785], [-10.5497, -12.8496, 7.0720], [-10.7687, -13.7643, 7.2497], [-10.5933, -17.5089, 6.3095], [-2.8031, -14.5328, 11.5947], [-9.1654, -19.6033, 6.1787], [-8.1706, -11.6221, 7.5138], [-12.5245, -17.6461, 7.3662], [-15.5651, -15.7759, 10.6288], [-9.6978, -17.0265, 7.6842], [-7.1472, -17.7685, 10.8330], [-13.3913, -15.6562, 8.0107], [-9.7576, -16.3027, 12.2336], [-15.7161, -14.9198, 7.3405], [-7.8738, -14.5942, 14.3793], [-6.9594, -16.9407, 11.5169], [-12.3459, -11.4501, 11.0029], [-12.5602, -10.6774, 10.2646], [-11.5222, -15.4525, 12.4724], [-4.7961, -17.3031, 8.2571], [-5.3325, -15.9596, 6.5871], [-6.7119, -15.7855, 6.9025], [-5.3120, -12.7577, 7.7741], [-15.5968, -13.7288, 10.9047], [-6.1534, -18.5677, 7.0472], [-10.9205, -11.9438, 10.7033], [-7.3828, -11.5486, 8.9088], [-4.8866, -15.0134, 9.5593], [-11.6647, -17.3914, 9.5060], [-7.2656, -14.0780, 7.5627], [-14.6907, -15.0182, 6.0361]], "forces_ev_per_a": [[0.11, -0.16, -0.07], [-0.04, 0.34, 0.02], [-0.59, 0.02, 0.62], [1.97, -0.47, 1.17], [-0.56, 0.23, -0.56], [0.16, 0.40, 0.12], [-0.18, -0.01, 0.12], [0.12, 0.24, -0.48], [0.19, 0.02, -0.20], [-1.61, 0.24, 1.08], [0.15, -0.24, 0.78], [0.16, -0.54, 0.24], [0.00, 0.36, -0.38], [-0.57, 1.29, -0.53], [0.42, -1.52, 0.79], [0.27, 0.02, 0.15], [-0.10, 0.09, 0.11], [1.13, 0.36, 0.38], [-1.30, -1.75, -0.99], [0.18, 0.09, 0.23], [0.79, 1.58, -1.27], [-0.84, -0.73, -1.77], [-0.07, -0.01, 0.25], [-0.36, -0.46, -0.57], [0.01, -0.73, -0.22], [-0.39, 0.09, 0.30], [0.11, 0.88, -1.21], [-0.02, 0.16, -0.79], [-0.82, 0.42, -0.57], [-0.21, 0.44, -0.86], [-0.16, 0.39, 0.23], [-0.28, 0.00, 0.04], [0.19, -0.17, 0.24], [0.41, 0.44, 1.33], [0.09, -0.37, 1.72], [0.53, 0.45, -0.46], [-0.85, 0.06, -1.28], [0.56, 0.05, 0.75], [0.03, 0.27, -0.20], [-0.08, 0.24, -0.07], [-0.29, -0.20, -1.01], [-0.06, 0.04, 0.13], [-0.26, 0.24, -0.06], [1.51, 0.96, 0.26], [0.10, 0.31, 0.26], [-0.81, -0.82, 0.63], [-0.72, 0.49, -0.34], [-0.25, 0.26, 0.80], [0.56, 1.15, -0.13], [-0.71, -0.46, -0.96], [1.81, 1.27, 0.04], [0.29, -0.33, 0.42], [-0.29, 0.10, 0.06], [0.27, -0.19, -0.60], [0.01, -0.03, -0.14], [-0.17, 0.39, 2.12], [0.21, -0.06, -0.14], [-0.25, -0.45, 0.01], [0.01, -1.61, 2.07], [0.33, 0.29, 0.21], [0.16, -0.30, 0.05], [-0.19, -0.05, -0.17], [-0.46, -0.48, -0.09], [-0.46, 0.21, 0.59], [1.39, 0.51, 1.14], [0.10, 0.41, 0.97], [-0.84, 0.57, -2.60], [-0.09, 0.69, -0.68], [-0.50, 0.34, -0.98], [-0.31, 0.02, -0.06], [-1.21, 0.45, 1.17], [-0.03, 0.35, -0.07], [0.32, 0.30, 1.21], [-0.17, -0.13, -0.86], [0.23, -0.46, 1.14], [-0.15, -0.42, -0.05], [-0.26, -0.53, -1.19], [1.38, -1.00, 0.95], [-0.27, -0.11, -0.15], [0.48, 0.68, 0.33], [0.25, 0.35, -0.76], [-0.03, 0.30, 0.24], [-0.54, -1.29, -0.72], [0.68, 0.01, 1.29], [0.27, -0.21, 0.12], [0.50, -0.43, 0.60], [0.94, -0.46, -0.67], [-0.15, 0.65, 0.32], [-1.09, -0.13, -0.23], [-0.47, 0.38, 0.28], [-0.12, -0.41, -1.09], [0.38, 0.79, 0.01], [-0.20, -0.16, 0.03], [-0.13, 0.47, -0.02], [-1.73, -0.95, 0.47], [-0.28, -0.89, 0.78], [0.44, -0.60, 0.94], [1.17, 0.15, -1.20], [0.62, -1.32, -1.54], [0.14, -0.61, -0.67], [0.39, -0.09, -0.69]]}

---

- Which formula does entry 3 have?
  C18H60KO22